Entry 1:
{"formula": "C12H48N16O12", "method": "wB97M-V/def2-TZVPD", "elements": ["C", "O", "H", "H", "H", "H", "C", "O", "H", "H", "H", "H", "C", "O", "H", "H", "H", "H", "C", "O", "H", "H", "H", "H", "C", "O", "N", "N", "H", "H", "H", "H", "C", "O", "N", "N", "H", "H", "H", "H", "C", "O", "N", "N", "H", "H", "H", "H", "C", "O", "N", "N", "H", "H", "H", "H", "C", "O", "N", "N", "H", "H", "H", "H", "C", "O", "N", "N", "H", "H", "H", "H", "C", "O", "N", "N", "H", "H", "H", "H", "C", "O", "N", "N", "H", "H", "H", "H"], "positions_angstrom": [[-2.415, 3.883, -0.220], [-2.484, 5.239, -0.067], [-2.964, 3.650, -1.132], [-1.407, 3.470, -0.237], [-3.019, 3.303, 0.478], [-3.218, 5.372, 0.537], [-4.137, -0.402, 1.882], [-3.145, -0.514, 2.939], [-3.572, -0.180, 0.977], [-4.456, -1.423, 1.669], [-4.931, 0.308, 2.113], [-2.350, -0.917, 2.582], [3.216, 4.382, -1.644], [2.667, 3.319, -0.822], [3.306, 4.070, -2.684], [2.682, 5.314, -1.831], [4.236, 4.484, -1.273], [2.146, 2.810, -1.447], [-2.360, 0.798, -4.417], [-3.397, 0.121, -3.810], [-2.700, 1.655, -5.000], [-1.820, 1.355, -3.651], [-1.648, 0.253, -5.038], [-4.045, 0.019, -4.511], [-3.492, -2.513, -1.327], [-3.102, -1.541, -0.723], [-3.995, -3.512, -0.685], [-3.647, -2.764, -2.592], [-4.116, -4.460, -1.011], [-3.961, -3.399, 0.318], [-3.298, -2.120, -3.288], [-3.838, -3.728, -2.827], [4.168, 2.727, 2.068], [4.757, 2.603, 3.076], [4.004, 1.827, 1.237], [3.791, 3.942, 1.666], [4.380, 0.908, 1.420], [3.730, 2.161, 0.324], [4.059, 4.694, 2.284], [3.280, 4.075, 0.805], [-1.689, -4.038, 3.662], [-1.465, -4.294, 2.490], [-1.352, -2.951, 4.247], [-2.288, -4.864, 4.484], [-1.049, -2.179, 3.671], [-1.931, -2.792, 5.059], [-2.615, -4.408, 5.324], [-2.572, -5.773, 4.148], [0.356, -2.876, -3.382], [-0.255, -3.822, -3.751], [1.540, -2.450, -3.713], [-0.096, -1.983, -2.548], [1.853, -2.927, -4.546], [2.220, -2.206, -3.008], [-1.034, -1.941, -2.177], [0.473, -1.159, -2.409], [3.773, -2.546, 0.356], [4.274, -1.441, 0.264], [4.097, -3.660, -0.152], [2.558, -2.634, 0.696], [3.301, -4.262, -0.311], [5.036, -3.861, -0.464], [2.203, -1.778, 1.096], [2.206, -3.533, 0.994], [1.076, 0.713, 4.985], [1.214, 1.728, 4.374], [1.044, 0.762, 6.281], [1.180, -0.486, 4.516], [0.470, 1.527, 6.604], [1.085, -0.086, 6.828], [0.980, -1.286, 5.100], [1.412, -0.653, 3.548], [0.247, 0.424, 0.718], [0.007, -0.272, 1.649], [1.345, 0.907, 0.418], [-0.640, 0.690, -0.200], [1.327, 1.611, -0.306], [2.197, 0.840, 0.956], [-0.427, 1.265, -1.003], [-1.566, 0.305, -0.081], [0.615, 2.001, -3.310], [0.924, 1.990, -2.122], [0.881, 1.139, -4.178], [0.136, 3.068, -3.846], [1.680, 0.525, -4.103], [0.287, 1.414, -4.947], [-0.101, 3.810, -3.203], [0.173, 3.172, -4.850]], "lowdin_spin": [0.007, 0.005, 0.003, 0.002, 0.000, 0.000, 0.000, 0.000, 0.000, 0.000, 0.000, 0.000, 0.032, 0.010, 0.025, 0.006, 0.001, 0.002, 0.069, 0.014, 0.034, 0.006, 0.030, 0.002, 0.001, 0.001, 0.000, 0.001, 0.000, 0.000, 0.001, 0.000, 0.000, 0.000, 0.000, 0.000, 0.000, 0.001, 0.000, 0.001, 0.000, 0.000, 0.000, 0.000, 0.000, 0.000, 0.000, 0.000, 0.012, 0.004, 0.011, 0.003, 0.008, 0.007, 0.000, 0.004, 0.002, 0.005, 0.001, 0.001, 0.001, 0.000, 0.000, 0.000, 0.000, 0.000, 0.000, 0.000, 0.000, 0.000, 0.000, 0.000, 0.001, 0.000, 0.001, 0.001, 0.000, 0.000, 0.001, 0.000, 0.122, 0.034, 0.086, 0.081, 0.051, 0.118, 0.022, 0.166], "energy_ha": -2264.99388, "charge": -1, "de_lowest_ev": 3.996, "fmax_ev_per_a": 8.5, "homo_lumo_gap_ha": [0.07949, 0.31394], "multiplicity": 2}

Entry 2:
{"formula": "C12H48N24O12", "method": "wB97M-V/def2-TZVPD", "elements": ["N", "C", "N", "O", "H", "H", "H", "H", "N", "C", "N", "O", "H", "H", "H", "H", "N", "C", "N", "O", "H", "H", "H", "H", "N", "C", "N", "O", "H", "H", "H", "H", "N", "C", "N", "O", "H", "H", "H", "H", "N", "C", "N", "O", "H", "H", "H", "H", "N", "C", "N", "O", "H", "H", "H", "H", "N", "C", "N", "O", "H", "H", "H", "H", "N", "C", "N", "O", "H", "H", "H", "H", "N", "C", "N", "O", "H", "H", "H", "H", "N", "C", "N", "O", "H", "H", "H", "H", "N", "C", "N", "O", "H", "H", "H", "H"], "positions_angstrom": [[4.100, -4.347, -2.588], [2.801, -3.983, -2.809], [2.617, -2.660, -2.895], [1.917, -4.789, -3.084], [4.267, -5.254, -2.190], [4.882, -3.729, -2.681], [3.317, -2.029, -2.570], [1.750, -2.349, -3.310], [-0.790, 0.607, 0.754], [-0.586, 0.133, -0.502], [0.693, 0.093, -0.876], [-1.526, -0.132, -1.265], [-0.054, 0.731, 1.423], [-1.788, 0.672, 0.912], [0.953, -0.214, -1.799], [1.410, 0.273, -0.195], [1.453, 0.774, -4.019], [2.799, 0.726, -3.830], [3.316, 1.761, -3.085], [3.506, -0.127, -4.351], [0.943, 1.402, -3.422], [0.960, 0.039, -4.503], [4.310, 1.789, -2.964], [2.729, 2.561, -2.933], [-4.329, 2.590, -5.016], [-3.703, 1.371, -5.123], [-3.639, 0.722, -3.916], [-3.331, 0.891, -6.181], [-4.437, 3.191, -5.809], [-4.422, 2.951, -4.079], [-2.834, 0.111, -3.925], [-3.905, 1.172, -3.056], [4.229, -0.680, -0.078], [3.871, -1.158, 1.122], [3.566, -0.224, 2.057], [3.903, -2.361, 1.424], [4.307, 0.265, -0.411], [4.488, -1.416, -0.713], [3.276, -0.554, 2.959], [3.287, 0.635, 1.599], [1.729, 4.088, 1.035], [2.802, 3.381, 0.606], [3.867, 4.151, 0.285], [2.831, 2.152, 0.514], [0.985, 3.502, 1.386], [1.765, 5.072, 1.212], [4.680, 3.707, -0.105], [3.882, 5.152, 0.332], [-5.702, 2.332, -0.043], [-4.518, 2.223, -0.759], [-3.686, 1.273, -0.312], [-4.331, 2.837, -1.818], [-5.696, 2.334, 0.962], [-6.396, 2.910, -0.485], [-4.146, 0.673, 0.357], [-2.821, 1.041, -0.787], [-2.899, 3.080, 5.191], [-2.805, 1.819, 4.676], [-2.983, 1.727, 3.323], [-2.611, 0.891, 5.463], [-3.331, 3.177, 6.092], [-3.031, 3.848, 4.554], [-3.436, 0.907, 2.942], [-2.314, 2.323, 2.862], [0.969, -2.585, 1.764], [0.572, -3.770, 2.273], [1.507, -4.742, 2.140], [-0.515, -3.963, 2.832], [1.970, -2.447, 1.658], [0.386, -1.811, 2.042], [1.180, -5.653, 2.414], [2.403, -4.645, 1.697], [-3.006, -2.973, 2.490], [-2.461, -1.733, 2.335], [-1.195, -1.563, 2.746], [-3.086, -0.847, 1.721], [-3.805, -3.327, 2.009], [-2.358, -3.592, 2.952], [-0.818, -0.650, 2.566], [-0.754, -2.332, 3.221], [0.496, 2.308, 5.481], [1.072, 1.974, 4.312], [2.413, 2.189, 4.283], [0.480, 1.474, 3.352], [-0.427, 1.941, 5.670], [0.968, 2.727, 6.258], [2.922, 2.312, 5.137], [2.871, 1.916, 3.430], [-1.713, -2.714, -2.907], [-0.792, -2.624, -3.912], [-0.468, -3.754, -4.557], [-0.231, -1.550, -4.204], [-1.949, -1.884, -2.392], [-2.273, -3.542, -3.003], [0.250, -3.581, -5.236], [-0.748, -4.619, -4.133]], "mulliken_charge": [-0.416, 0.629, 0.100, -0.651, 0.230, 0.173, -0.049, -0.057, 0.236, 0.756, 0.466, -1.041, 0.175, -0.239, -0.172, -0.187, -0.293, 0.563, -0.309, -0.658, 0.159, 0.289, 0.203, 0.172, -0.354, 0.481, -0.425, -0.666, 0.197, 0.216, 0.166, 0.372, -0.238, 0.303, -0.177, -0.773, 0.197, 0.149, 0.264, 0.231, -0.368, 0.525, -0.456, -0.501, 0.165, 0.193, 0.229, 0.137, -0.451, 0.442, 0.016, -0.752, 0.209, 0.235, 0.129, 0.229, -0.357, 0.384, -0.208, -0.649, 0.250, 0.177, 0.206, 0.185, -0.017, 0.462, -0.375, -0.856, 0.276, 0.286, 0.235, 0.178, -0.404, 0.171, -0.023, -0.640, 0.220, 0.218, -0.091, 0.517, -0.373, 0.454, -0.393, -0.413, 0.182, 0.156, 0.196, 0.117, -0.306, 0.597, -0.348, -0.759, 0.129, 0.166, 0.271, 0.174], "energy_ha": -2703.57376, "charge": 0, "de_lowest_ev": 2.374, "fmax_ev_per_a": 2.6, "homo_lumo_gap_ha": 0.30855, "smiles": "NC(N)=O.NC(N)=O.NC(N)=O.NC(N)=O.NC(N)=O.NC(N)=O.NC(N)=O.NC(N)=O.NC(N)=O.NC(N)=O.NC(N)=O.NC(N)=O"}

Entry 3:
{"formula": "C12H48O12", "method": "wB97M-V/def2-TZVPD", "elements": ["C", "O", "H", "H", "H", "H", "C", "O", "H", "H", "H", "H", "C", "O", "H", "H", "H", "H", "C", "O", "H", "H", "H", "H", "C", "O", "H", "H", "H", "H", "C", "O", "H", "H", "H", "H", "C", "O", "H", "H", "H", "H", "C", "O", "H", "H", "H", "H", "C", "O", "H", "H", "H", "H", "C", "O", "H", "H", "H", "H", "C", "O", "H", "H", "H", "H", "C", "O", "H", "H", "H", "H"], "positions_angstrom": [[-4.137, 2.837, -1.264], [-3.018, 1.975, -1.180], [-4.986, 2.261, -1.624], [-4.325, 3.247, -0.266], [-4.048, 3.705, -1.929], [-2.311, 2.432, -0.679], [-0.124, 0.288, 0.064], [-0.655, -0.409, 1.189], [0.645, 0.930, 0.499], [0.368, -0.351, -0.671], [-0.907, 0.930, -0.337], [-1.513, -0.819, 1.009], [1.574, -0.726, -5.292], [1.819, -1.046, -3.923], [1.871, 0.310, -5.496], [2.179, -1.378, -5.913], [0.501, -0.786, -5.494], [1.299, -0.461, -3.366], [-1.176, 4.633, -0.019], [-1.052, 3.240, 0.309], [-0.300, 5.159, 0.345], [-1.267, 4.681, -1.105], [-2.123, 5.040, 0.339], [-0.479, 3.173, 1.079], [2.279, 2.586, -0.578], [2.883, 1.953, -1.695], [2.624, 3.609, -0.403], [1.193, 2.536, -0.605], [2.528, 2.055, 0.348], [3.801, 1.807, -1.449], [2.681, -2.172, -0.737], [2.175, -3.031, -1.733], [2.887, -1.165, -1.120], [2.030, -2.086, 0.134], [3.671, -2.492, -0.385], [2.487, -2.746, -2.599], [-3.072, -1.610, -2.742], [-3.840, -0.765, -1.893], [-2.779, -1.090, -3.666], [-2.110, -1.870, -2.278], [-3.599, -2.520, -3.015], [-3.278, 0.009, -1.717], [0.466, 2.683, 3.187], [1.454, 3.369, 2.371], [0.218, 1.763, 2.668], [0.911, 2.490, 4.163], [-0.395, 3.339, 3.334], [1.928, 3.981, 2.938], [3.817, 0.697, 2.467], [4.826, 0.101, 1.652], [4.023, 1.742, 2.690], [2.838, 0.696, 1.972], [3.707, 0.054, 3.345], [4.797, -0.843, 1.810], [-4.016, -2.524, 1.506], [-3.262, -1.556, 0.784], [-3.855, -2.379, 2.569], [-5.084, -2.422, 1.300], [-3.704, -3.508, 1.152], [-3.412, -1.679, -0.167], [1.304, -2.438, 3.464], [1.389, -1.092, 3.051], [1.138, -3.083, 2.595], [2.253, -2.664, 3.949], [0.506, -2.672, 4.179], [0.677, -0.874, 2.429], [-0.582, -4.390, 0.311], [-0.767, -3.412, -0.684], [-1.445, -4.437, 0.981], [-0.505, -5.384, -0.146], [0.264, -4.264, 0.992], [0.112, -3.166, -1.003]], "mulliken_charge": [-0.772, -0.480, 0.308, 0.282, 0.277, 0.251, 1.790, -0.331, -1.106, 0.015, -0.365, 0.251, -0.579, -0.374, 0.254, 0.228, 0.235, 0.215, -0.816, -0.387, 0.376, 0.276, 0.261, 0.105, 0.245, -0.538, 0.355, -0.033, -0.231, 0.319, -0.139, -0.576, 0.152, 0.003, 0.324, 0.318, -0.419, -0.522, 0.312, 0.095, 0.269, 0.332, -0.685, -0.399, 0.196, 0.343, 0.341, 0.243, -0.170, -0.564, 0.246, -0.154, 0.335, 0.288, -0.793, -0.343, 0.276, 0.252, 0.263, 0.257, -0.349, -0.341, -0.101, 0.293, 0.256, 0.204, -0.567, -0.316, 0.186, 0.326, 0.117, 0.185], "energy_ha": -1388.67020, "charge": 0, "de_lowest_ev": 4.871, "fmax_ev_per_a": 1.5, "homo_lumo_gap_ha": 0.37785, "smiles": "CO.CO.CO.CO.CO.CO.CO.CO.CO.CO.CO.CO"}

Entry 4:
{"formula": "C12H48O16STi", "method": "wB97M-V/def2-TZVPD", "elements": ["Ti", "S", "O", "O", "O", "O", "C", "O", "H", "H", "H", "H", "C", "O", "H", "H", "H", "H", "C", "O", "H", "H", "H", "H", "C", "O", "H", "H", "H", "H", "C", "O", "H", "H", "H", "H", "C", "O", "H", "H", "H", "H", "C", "O", "H", "H", "H", "H", "C", "O", "H", "H", "H", "H", "C", "O", "H", "H", "H", "H", "C", "O", "H", "H", "H", "H", "C", "O", "H", "H", "H", "H", "C", "O", "H", "H", "H", "H"], "positions_angstrom": [[7.887, 10.773, 9.092], [9.722, 9.798, 7.770], [9.269, 9.200, 6.555], [11.043, 10.269, 8.132], [8.858, 11.304, 7.784], [9.033, 9.218, 8.960], [7.101, 11.827, 11.939], [7.351, 10.735, 11.080], [7.735, 12.584, 11.629], [6.085, 12.166, 11.887], [7.409, 11.460, 12.920], [7.074, 9.822, 11.414], [12.117, 5.946, 7.530], [11.814, 6.757, 6.447], [12.433, 4.969, 7.197], [12.862, 6.517, 8.165], [11.221, 5.802, 8.100], [12.544, 7.256, 6.075], [10.483, 10.982, 11.110], [9.519, 11.587, 10.174], [11.403, 10.722, 10.598], [10.692, 11.722, 11.877], [9.919, 10.152, 11.523], [9.728, 12.522, 9.967], [6.647, 7.149, 12.143], [7.401, 8.289, 11.624], [6.127, 7.402, 13.035], [5.831, 6.885, 11.462], [7.299, 6.334, 12.325], [7.814, 7.881, 10.855], [6.042, 10.127, 7.020], [6.541, 10.222, 8.368], [5.852, 9.082, 6.626], [5.155, 10.718, 6.939], [6.779, 10.482, 6.253], [9.255, 11.547, 4.544], [5.800, 13.076, 8.849], [7.177, 13.019, 9.311], [5.724, 12.730, 7.817], [5.138, 12.523, 9.552], [5.493, 14.124, 8.906], [7.666, 13.735, 8.802], [8.260, 6.325, 8.012], [7.521, 6.725, 9.176], [8.662, 7.230, 7.549], [8.941, 5.526, 8.204], [7.566, 5.974, 7.207], [6.810, 6.133, 9.312], [5.074, 5.787, 4.592], [4.683, 6.938, 5.311], [5.972, 5.368, 5.052], [4.337, 4.986, 4.597], [5.385, 6.054, 3.602], [3.764, 7.137, 5.096], [12.481, 11.803, 4.812], [11.886, 12.963, 5.423], [12.996, 11.973, 3.911], [13.245, 11.447, 5.550], [11.688, 11.098, 4.694], [11.935, 13.715, 4.830], [4.213, 13.889, 6.286], [5.428, 13.268, 5.862], [3.570, 14.028, 5.408], [3.646, 13.277, 7.037], [4.500, 14.849, 6.752], [5.392, 12.377, 5.458], [9.930, 15.156, 11.572], [10.057, 14.474, 10.360], [10.246, 14.516, 12.414], [10.620, 15.996, 11.543], [8.889, 15.408, 11.818], [10.809, 14.862, 9.877], [13.852, 10.185, 13.447], [13.186, 9.693, 12.295], [14.773, 10.701, 13.173], [13.109, 10.790, 13.936], [14.121, 9.372, 14.158], [13.565, 8.899, 11.942]], "mulliken_charge": [-0.137, 1.435, -0.636, -0.607, -0.299, -0.416, -0.780, 0.031, 0.166, 0.291, 0.336, 0.478, -0.374, -0.431, 0.288, 0.261, 0.089, 0.311, -0.902, 1.082, 0.336, 0.238, 0.239, 0.081, -0.799, -0.522, 0.357, 0.275, 0.295, 0.257, -0.726, -0.073, 0.242, 0.502, 0.191, 0.502, -0.585, -0.393, -0.001, 0.333, 0.422, 0.235, -0.080, -0.406, -0.088, 0.280, 0.071, 0.228, -0.568, -0.472, 0.153, 0.308, 0.287, 0.295, -0.406, -0.346, 0.426, 0.193, 0.083, 0.345, -0.586, -0.498, 0.327, 0.283, 0.228, 0.297, -0.728, -0.357, 0.244, 0.382, 0.226, 0.250, -0.545, -0.405, 0.265, 0.188, 0.270, 0.261], "energy_ha": -2936.57731, "charge": 2, "fmax_ev_per_a": 7.0, "homo_lumo_gap_ha": 0.06619}